Here is a gas-phase ion, C2H5N2S3 (charge +1) from OMol25. Energies are from the ωB97M-V functional and the def2-TZVPD basis.

The geometry in XYZ format:
```
12
Properties=species:S:1:pos:R:3:forces:R:3
N 0.26910 1.91262 -0.07110 -1.9 -1.1 0.2
S 1.75878 1.37529 -0.56392 1.1 0.6 -0.5
C 1.73308 -0.26734 -0.05757 -2.3 -0.3 1.6
H 0.82091 -0.38440 0.60257 1.9 -0.6 -0.7
H -1.79929 -1.83561 -1.31985 -0.3 0.2 0.4
S 3.05172 -1.30972 -0.21192 0.5 -0.5 -0.1
H 2.66390 -2.25402 0.68081 0.0 0.4 -0.1
C -0.95868 1.24599 -0.10746 3.3 -1.1 0.3
H 0.31550 2.86252 0.31399 -0.4 -0.3 -0.4
H -1.75462 1.88610 0.04821 -1.9 1.1 0.3
S -2.40190 -0.86148 -0.57566 0.8 0.2 0.0
N -0.98219 -0.06398 -0.29002 -0.9 1.4 -1.2
```
Forces are in eV/Å.

Calculated values
2S+1: 3
HOMO energy (alpha / beta) (eV): -10.801 / -13.128
Expectation value of S²: 2.04
LUMO level (alpha / beta) (eV): -3.9 / -7.6
Net charge: +1

Results of the Mulliken charge analysis, in e, for atoms 1 through 6:
1 N -0.196
2 S 0.103
3 C -0.138
4 H 0.284
5 H 0.242
6 S -0.095



Here is a molecular structure, C5H8O from OMol25. Energies are from the ωB97M-V functional and the def2-TZVPD basis.

The geometry in XYZ format:
```
14
Properties=species:S:1:pos:R:3:forces:R:3
C 2.22868 0.15948 0.67401 0.0 0.0 -0.4
C -1.22166 1.09589 -0.32807 0.0 0.2 -0.1
C -0.35827 0.20438 0.52829 0.1 0.0 0.2
H 3.03963 0.04323 -0.06478 -0.1 0.1 0.1
H -1.55092 -1.02987 -0.90211 0.0 0.1 0.1
H -1.76879 1.89302 0.16701 0.1 -0.2 -0.1
H 1.48011 -1.41726 1.50360 -0.2 -0.2 -0.2
C -1.63200 -0.32308 -0.07929 -0.1 -0.2 0.0
H 0.94744 -0.37142 -1.09094 0.0 0.1 0.1
C 0.96812 -0.22622 -0.00511 -0.1 0.1 -0.1
H -2.47148 -0.50682 0.58528 0.2 0.0 -0.1
H -0.35634 0.40823 1.59751 0.0 0.0 -0.2
O 1.49315 -1.49446 0.52886 0.1 0.0 0.4
H -0.85899 1.35472 -1.32039 0.0 -0.1 0.2
```
Forces are in eV/Å.

Calculated values
HOMO energy (eV): -8.609
LUMO level (eV): 0.8

Results of the Mulliken charge analysis, in e, for atoms 1 through 6:
1 C -0.526
2 C -0.601
3 C -0.121
4 H 0.153
5 H 0.245
6 H 0.252



Here is 9 unconnected molecules or ions with the total composition C30H43Br6N5O2 from OMol25. Energies are from the ωB97M-V functional and the def2-TZVPD basis.

The geometry in XYZ format:
```
86
Properties=species:S:1:pos:R:3:forces:R:3
C -16.01598 -7.97645 8.07065 -0.8 0.6 -2.0
H -15.10614 -15.80582 10.05161 0.2 0.0 -0.6
H -15.74864 -12.97402 4.19973 0.1 0.3 -0.5
C -16.32542 -13.00686 5.09354 0.1 0.8 0.2
H -11.93983 -5.55282 9.41943 -0.5 0.6 -0.1
H -13.78470 -10.05479 7.08210 0.1 -0.2 0.3
H -14.22658 -10.56985 1.93117 -0.4 -0.4 -0.5
H -17.30778 -10.95438 5.47317 0.2 -0.6 -0.2
Br -13.78225 -15.72200 3.40488 0.5 0.7 0.3
C -13.48387 -16.31715 7.47826 1.1 -0.9 -0.8
C -8.73177 -11.19675 11.08523 0.7 2.1 1.5
H -16.60453 -8.00920 7.10176 0.8 0.2 1.5
C -17.08422 -12.00323 5.68703 0.2 -0.5 -0.1
C -13.57942 -9.90653 2.45546 0.5 2.0 -0.8
H -13.20091 -9.06744 1.81918 -0.6 -0.8 0.3
H -13.90789 -8.23365 16.05285 -0.2 0.0 0.8
H -8.15782 -10.62203 11.78790 0.1 0.0 0.2
H -11.82449 -13.94356 3.37176 -0.8 -0.4 0.2
C -10.09978 -11.05455 10.87143 -1.1 -1.4 -1.3
H -11.88597 -6.20902 6.65646 -0.1 -0.1 0.8
C -10.97875 -15.88594 3.55172 -1.4 -0.3 0.1
Br -9.36137 -15.21270 4.21051 1.5 0.5 0.5
H -14.31415 -17.26079 10.51622 0.0 -0.5 -0.2
H -17.62942 -8.18665 9.68061 2.0 0.3 -0.5
H -12.89306 -15.23373 9.22789 -0.2 0.2 0.1
C -10.97368 -7.41890 9.57799 0.6 -0.8 0.9
Br -12.43870 -12.16107 6.74603 -0.4 0.6 0.4
C -12.07343 -14.87090 3.92260 0.8 -0.8 -0.7
C -13.54971 -10.85148 7.79780 0.8 -0.3 -0.8
O -15.03355 -17.95062 6.50429 -0.3 0.0 -0.8
H -12.53639 -8.29604 11.92160 -0.3 -0.1 0.8
H -13.67531 -15.36655 7.06906 -0.8 1.3 -0.6
C -13.19053 -7.77386 14.03078 0.3 0.6 0.8
H -13.63835 -10.63184 15.26630 -0.3 0.9 -1.1
C -10.93468 -7.97258 7.38328 0.5 0.5 3.2
C -14.48972 -16.62433 9.65188 -0.8 -0.2 -0.2
H -17.39578 -14.40477 7.84988 -0.6 -0.8 1.3
H -12.72461 -11.45822 3.61653 0.2 0.0 0.0
C -8.18414 -11.99776 10.16657 4.4 -0.8 -0.5
H -12.03195 -14.69009 4.99103 -0.5 0.0 0.1
H -11.99182 -9.85865 3.81432 0.5 -0.1 0.0
H -15.85916 -15.11017 5.72054 -0.4 0.9 0.2
H -13.37986 -7.75471 9.83191 -0.2 0.1 -0.5
H -7.03797 -12.15703 10.02640 -2.6 0.0 0.1
H -10.78571 -7.53465 10.65508 0.1 0.0 -0.8
C -13.18918 -9.86694 13.33074 -0.5 -0.6 -0.1
C -14.64868 -7.76085 8.13450 -2.1 -0.7 -0.5
C -11.54203 -6.76700 7.53912 -0.8 0.9 -1.8
O -15.22623 -17.33048 8.62635 -0.4 -0.2 0.4
H -13.23197 -10.85068 12.86762 0.4 0.5 -0.3
H -11.20915 -12.39898 9.41662 -1.7 -0.2 -0.6
Br -14.35763 -12.90813 9.64294 -0.3 0.8 -0.3
C -17.20836 -13.85349 6.99066 1.9 0.6 -2.2
H -12.61045 -16.68568 6.88575 -0.7 0.0 0.5
H -15.33015 -7.96299 11.26810 0.0 -0.3 0.8
N -14.30202 -7.86484 9.42459 -0.1 0.0 1.8
N -10.53533 -8.33502 8.66831 -0.6 0.1 -0.3
H -9.17419 -13.17135 8.68745 0.6 -0.3 -0.3
Br -11.07873 -11.03415 1.76322 -0.2 0.0 0.2
H -15.34499 -10.68598 8.81065 -0.1 -0.2 0.2
C -16.53165 -8.04487 9.37872 -1.2 -1.1 1.0
H -11.11716 -16.89069 3.97256 -0.2 0.5 -0.1
H -10.08630 -9.17340 8.94495 0.3 -0.9 0.0
H -10.79370 -10.43927 11.41906 -0.1 -0.2 0.1
Br -14.63800 -9.02387 3.82146 -0.3 0.0 0.3
H -12.98960 -6.75241 14.17291 0.0 1.2 -0.3
H -18.06953 -12.03131 7.55587 0.2 -0.4 -0.7
C -16.34051 -14.13390 5.92725 -0.8 -1.2 0.7
C -12.90558 -8.57953 12.91869 0.1 -1.1 -0.7
C -15.43053 -8.05397 10.22047 0.1 0.7 -1.5
C -14.77768 -11.47506 8.31593 -0.4 -0.6 0.5
C -12.41908 -10.55015 3.10004 0.2 -0.7 0.6
H -12.95396 -10.49777 8.62782 0.5 0.2 -0.1
N -9.14827 -12.44701 9.36975 -2.7 0.1 0.0
H -10.75409 -8.64152 6.61272 0.3 -0.7 -1.5
C -14.65102 -17.25362 7.38371 0.1 -0.2 1.3
C -10.37423 -11.92626 9.80928 2.3 0.7 0.8
H -10.88901 -15.95546 2.48366 0.0 -0.1 -0.4
C -13.60214 -8.52872 15.08819 0.0 -0.8 -1.7
H -15.36898 -11.97702 7.56785 -0.1 -0.1 -0.2
C -11.61411 -6.42856 8.91506 0.5 0.2 -0.4
N -13.66238 -9.82317 14.61322 0.4 -0.7 1.7
H -14.06410 -7.54232 7.28415 1.1 0.0 -0.2
N -17.60896 -12.56874 6.81571 -0.8 0.9 1.3
C -13.23234 -16.22854 8.95106 2.2 0.9 0.4
H -12.35425 -16.84514 9.16028 -0.4 -0.4 0.4
```
Forces are in eV/Å.

Calculated values
HOMO energy (eV): -8.321
LUMO level (eV): 0.2
Structure (SMILES): c1cc[nH]c1.c1cc[nH]c1.c1cc[nH]c1.c1cc[nH]c1.c1cc[nH]c1.O=C1CCCO1.BrCCBr.BrCCBr.BrCCBr

Results of the Mulliken charge analysis, in e, for atoms 1 through 6:
1 C -0.321
2 H 0.189
3 H 0.485
4 C -0.555
5 H 0.450
6 H 0.282



Here is a molecular structure, C24H16IrN7O4S from OMol25. Energies are from the ωB97M-V functional and the def2-TZVPD basis.

The geometry in XYZ format:
```
53
Properties=species:S:1:pos:R:3:forces:R:3
N -1.83807 -0.84029 -3.04352 0.2 -0.4 0.1
N 1.27815 5.38701 2.34486 0.0 0.0 0.0
C 2.94003 -1.37195 -1.52315 0.0 0.2 -0.1
O -1.76468 -2.73295 -0.31527 0.0 0.1 0.1
C 0.85896 -2.68029 -0.93290 0.1 0.4 0.2
C 0.55972 1.46638 1.30931 0.1 0.0 -0.1
C 0.99385 3.78001 0.50093 0.0 -0.2 0.0
C 0.17080 -0.77220 1.81274 -0.1 0.0 -0.1
H -4.23574 1.08041 1.12966 0.0 0.0 0.0
H 0.11510 -1.29764 3.87719 0.0 0.0 0.0
C 0.63526 1.81228 2.65365 0.0 0.0 -0.1
Ir 0.34809 -0.02117 -1.07377 0.4 -0.5 0.7
C 1.05808 4.16052 1.89730 0.0 0.1 0.0
H 2.98972 -5.70407 0.09669 0.0 0.0 0.0
C 0.74009 2.43709 0.25057 0.0 -0.1 0.1
C 0.88660 3.21098 2.93523 0.0 0.0 0.1
C -3.75672 0.63179 0.27285 0.0 0.0 0.0
O 4.11934 -1.31943 -1.67228 0.1 -0.1 -0.1
N 0.67106 1.94389 -1.00950 -0.1 0.0 0.0
O -1.73473 -4.85686 0.05473 0.0 0.0 0.1
H -1.81035 1.26191 0.83274 -0.1 0.0 0.0
C -2.45908 -0.39697 -1.91871 -0.2 0.2 0.0
H -0.95651 -0.48905 -3.37119 -0.1 0.2 0.0
C 1.11340 4.10398 -1.86630 0.0 0.0 -0.1
C 0.24449 -0.48837 3.17275 0.0 -0.1 0.1
C 2.99420 -3.70432 -0.66663 0.0 0.0 0.0
H -2.38483 -1.31943 -3.73953 0.0 0.0 0.0
C -4.48989 -0.07332 -0.69145 0.0 0.0 0.0
N -1.73734 0.20134 -0.94729 0.0 -0.2 -0.3
N 0.32592 0.18809 0.90669 0.2 0.3 -0.1
C 1.18013 4.63022 -0.59567 0.0 0.0 0.1
H 0.51060 -5.79404 0.34696 0.0 0.0 0.0
C 0.25980 -3.80954 -0.39947 0.0 0.0 0.0
H -5.55866 -0.20091 -0.58602 0.0 0.0 0.0
H 0.15470 -1.93114 -1.35713 -0.4 -0.1 -0.2
N -1.19877 -3.81471 -0.20141 0.0 0.0 -0.2
H 1.26617 4.72604 -2.73657 0.0 0.0 0.0
C 2.23113 -2.59924 -1.04506 0.1 -0.3 0.1
N 0.97885 3.73883 4.14622 0.0 0.0 0.0
C 0.47441 0.79845 3.60484 0.0 0.1 0.0
C 1.00669 -4.91497 -0.04023 -0.1 0.1 0.0
H 1.38056 5.68116 -0.43354 0.0 0.0 0.0
S 1.26317 5.30848 3.94998 0.0 0.0 0.0
C 0.86196 2.74733 -2.04994 0.0 -0.1 0.0
C 2.38714 -4.85139 -0.18381 0.1 0.0 0.0
H -4.38228 -1.10133 -2.56302 0.0 0.0 0.0
O 2.15522 -0.29540 -1.76132 -0.2 0.4 0.1
C -2.40948 0.73475 0.10828 0.1 0.0 0.0
H 4.07015 -3.63778 -0.76288 0.0 0.0 0.0
H 0.52896 1.03535 4.65950 0.0 0.0 0.0
H -0.02360 -1.76648 1.44072 0.0 0.0 0.0
H 0.83404 2.29631 -3.03267 0.0 0.0 0.0
C -3.84579 -0.57735 -1.78415 0.1 0.0 0.0
```
Forces are in eV/Å.

Calculated values
HOMO energy (eV): -14.798
LUMO level (eV): -7.7
Net charge: +2

Results of the Mulliken charge analysis, in e, for atoms 1 through 6:
1 N -0.269
2 N -0.640
3 C 0.239
4 O -0.511
5 C 0.178
6 C 0.135



Here is 3 unconnected molecules or ions with the total composition C4H9IN2OS from OMol25. Energies are from the ωB97M-V functional and the def2-TZVPD basis.

The geometry in XYZ format:
```
18
Properties=species:S:1:pos:R:3:forces:R:3
H -0.20038 1.89848 -2.52484 -0.4 -0.8 0.6
N -0.15343 0.54635 -0.86306 0.6 1.9 -0.2
C 0.45609 1.35577 -0.11534 0.3 -0.2 0.1
S 1.08592 1.36668 1.47641 0.4 -0.1 0.4
N -0.51306 1.01607 -2.09841 0.1 -0.3 -0.2
O -0.38737 -2.14475 -0.42918 -2.4 -0.7 2.5
H 0.41334 3.50053 0.44194 0.1 -0.3 -0.3
H 2.07574 3.02224 -0.29571 -1.9 -1.0 0.8
C 0.64227 -2.16939 0.47847 -3.2 -0.1 2.4
H -0.31083 -2.31804 2.37912 -1.8 0.2 0.9
H -1.26940 -2.18801 0.12981 2.5 0.2 -1.7
H -2.16712 -0.24670 -0.79334 0.3 -0.2 -0.3
I -3.13923 0.13494 0.38412 -0.8 0.1 0.6
C 1.06704 2.66544 0.16900 1.2 1.0 -0.7
C 0.55613 -2.17165 1.83819 2.9 -0.6 -2.7
H 1.50978 -2.29380 -0.03612 2.6 0.1 -1.2
H 1.52009 -2.35921 2.34688 -0.7 0.4 -0.2
H -1.18556 0.38505 -2.48794 0.1 0.5 -0.8
```
Forces are in eV/Å.

Calculated values
HOMO energy (eV): -8.055
LUMO level (eV): 0.6
Structure (SMILES): N/N=C1\CS1.C=CO.I

Results of the Mulliken charge analysis, in e, for atoms 1 through 6:
1 H 0.207
2 N -0.127
3 C 0.375
4 S -0.079
5 N -0.484
6 O -0.450



Here is a molecular structure, C21H34BrIN3OSSiZn from OMol25. Energies are from the ωB97M-V functional and the def2-TZVPD basis.

The geometry in XYZ format:
```
64
Properties=species:S:1:pos:R:3:forces:R:3
C -3.27410 3.41746 0.88765 0.5 -0.6 -0.2
H -3.55379 2.59870 -1.09286 0.0 0.0 0.1
C 1.29721 -2.86828 -0.10463 -1.4 0.6 0.5
Br 5.36428 0.79604 -1.30736 -0.1 0.3 0.1
C -0.99775 -0.97475 -3.42112 -0.4 0.3 0.2
C -3.02829 2.52271 -0.15062 0.6 -0.3 0.6
H -0.85749 -0.78411 -4.49375 0.0 0.1 0.3
H 2.50684 -1.83829 1.32820 -0.1 -0.1 -0.4
H 3.35657 -2.18714 -0.19630 -0.3 -0.3 0.3
N -1.73723 0.46306 -0.79592 0.8 -0.8 -0.7
H -3.39467 -1.88501 2.03478 -0.1 0.1 -0.3
H 2.66225 -5.28082 -0.70753 -0.1 -0.1 0.0
C 3.02065 2.16857 -0.25860 0.6 0.0 0.1
C -1.61556 2.27723 2.21272 -0.8 0.7 -0.6
H -2.95914 -2.95041 3.36066 0.2 0.0 -0.5
H -1.58557 -1.89674 -3.36357 0.0 0.1 0.1
H 5.10394 5.13502 1.10701 -0.1 0.1 0.0
H -0.02250 -1.18535 -2.97591 0.1 0.1 0.0
H 2.06191 -5.13913 -2.36774 0.1 0.0 0.0
C -0.06150 -2.51942 3.59424 -0.4 -0.1 -0.3
I 1.90701 0.52979 -1.06316 0.1 0.9 0.3
H -1.58379 1.77519 4.26614 0.2 0.0 -0.1
H -0.00093 1.54243 3.48439 -0.2 0.1 -0.1
H -4.36504 0.88259 -2.23348 -0.3 0.2 0.2
H 1.31452 3.17935 0.55896 -0.2 0.0 0.0
C -3.81256 0.16174 -2.81399 0.8 -0.5 -0.3
C 3.11554 4.28656 0.91680 0.7 -0.1 -0.2
C 2.38267 3.21269 0.43085 0.2 -0.5 -0.4
C -2.58741 3.29405 2.10488 0.7 -1.0 -0.5
H -0.42716 -2.87199 4.56009 0.1 0.0 -0.1
C 4.41493 2.19831 -0.44258 -0.4 0.3 0.3
H 6.20704 3.27824 -0.18942 0.3 0.3 0.3
C 4.50564 4.31595 0.72802 0.0 -0.4 -0.2
H -4.06981 -0.85141 -2.46371 0.0 0.3 -0.1
C -2.05630 1.46608 0.03574 -0.2 0.8 0.0
C -2.58672 -2.47936 2.43494 0.1 0.0 1.0
H -4.10501 0.25609 -3.85655 -0.2 0.0 -0.2
C 5.15958 3.28657 0.04644 -1.2 -0.4 -0.2
C 2.62969 -2.58750 0.53565 0.4 0.2 0.4
H 3.06930 -3.47259 1.03279 -0.3 0.2 -0.5
C -0.05470 -4.13898 -1.65992 -0.3 0.1 -0.4
H 2.62307 5.11709 1.41704 0.0 -0.3 0.0
H 0.09765 -3.36488 2.90280 -0.1 0.4 0.3
H -3.99175 4.21817 0.75899 0.0 -0.1 -0.1
H -2.21927 -3.22003 1.73092 -0.1 0.0 -0.1
H -1.27799 2.19794 -4.28144 0.1 0.0 -0.5
C -1.44134 2.20359 -3.21756 -0.1 -0.9 0.5
H -0.81161 -3.45460 -1.29272 -0.2 -0.2 0.0
H -0.62268 3.19619 3.82122 0.0 -0.6 0.0
C 2.35582 -4.57990 -1.48433 0.5 0.2 0.2
N -1.32173 1.43140 1.19847 -0.6 0.4 0.5
H -2.19560 2.95620 -3.00607 -0.1 0.0 0.1
H 0.03835 -4.02583 -2.74853 -0.1 -0.1 0.3
O 0.22429 -2.25068 0.27936 1.8 -1.1 -0.6
H -0.51752 2.52255 -2.73703 0.1 0.0 0.0
C -0.89807 2.17125 3.50769 0.4 0.3 0.6
S -1.27240 -1.32594 2.91987 0.3 -0.5 -0.1
H 3.22944 -3.95109 -1.72160 -0.5 -0.1 0.0
H -2.74025 3.96144 2.94662 -0.1 -0.1 -0.2
Zn -0.42591 -0.44631 0.60359 -1.2 1.1 -0.3
H 0.86615 -1.98036 3.74392 0.2 0.1 0.0
Si -1.95979 0.46204 -2.58303 -0.4 0.5 1.1
N 1.20271 -3.79185 -1.04421 0.9 0.2 0.2
H -0.28413 -5.17952 -1.41617 -0.2 0.1 -0.1
```
Forces are in eV/Å.

Calculated values
HOMO energy (eV): -9.756
LUMO level (eV): -2.4
Net charge: +1

Results of the Mulliken charge analysis, in e, for atoms 1 through 6:
1 C -0.748
2 H 0.323
3 C 0.641
4 Br -0.181
5 C -0.848
6 C -0.589



Max |F| per entry: 3.5, 0.4, 4.5, 0.9, 4.0, 2.2 eV/Å